Computed, not measured: an isolated ion of composition C16H15ClN5O5 and charge -1 at a distorted geometry, with ωB97M-V/def2-TZVPD.

Last column: Mulliken charge in e.
Geometry (Å):
C: -5.0010 1.1064 1.0295  -1.31
C: -3.7200 1.2296 0.2386  0.19
O: -2.6433 1.3465 1.2187  -0.29
C: -1.3168 1.3192 0.8157  -0.13
C: -0.7610 -0.1016 0.7026  0.63
N: 0.6796 0.0496 0.5207  -0.48
C: 1.6353 -0.4747 1.1572  -0.06
C: 2.9221 0.2376 1.2943  0.18
C: 4.1633 -0.4304 1.3432  -0.41
C: 5.3461 0.3098 1.4228  -0.65
C: 5.2760 1.7144 1.4711  0.47
Cl: 6.7173 2.6287 1.6290  -0.24
C: 4.0436 2.3828 1.3948  -0.77
C: 2.8697 1.6329 1.2882  -0.21
O: -0.6615 2.3264 0.6971  -0.55
H: -5.8092 0.7817 0.3713  0.39
H: -4.8841 0.3589 1.8198  0.32
H: -5.2708 2.0685 1.4772  0.30
H: -3.5505 0.3385 -0.3797  0.11
H: -3.6970 2.1273 -0.3875  0.31
H: -0.9902 -0.5556 1.6844  0.50
H: 1.6488 -1.4978 1.5806  0.30
H: 4.1874 -1.5188 1.2731  0.43
H: 6.3234 -0.1783 1.4469  0.37
H: 4.0046 3.4705 1.4138  0.39
H: 1.8964 2.1143 1.1814  0.44
C: -1.9707 0.2113 -4.0609  -0.67
O: -0.7773 -0.5676 -3.9167  -0.41
C: -0.5632 -0.9681 -2.6491  0.54
N: 0.3256 -1.9785 -2.5737  -0.78
C: 0.3258 -2.6309 -1.4447  1.00
N: 1.2552 -3.5745 -1.0192  -0.67
O: 0.9602 -3.7969 0.2921  -0.21
N: -0.2104 -2.9336 0.7210  0.56
O: -0.5246 -2.9428 1.8957  -0.74
C: -0.5894 -2.2693 -0.3994  -0.77
C: -1.2971 -0.9524 -0.3753  0.48
N: -1.2158 -0.3362 -1.6898  -0.45
H: -1.9825 0.4628 -5.1188  0.26
H: -2.8622 -0.3779 -3.8045  0.25
H: -1.9349 1.0978 -3.4184  0.26
H: -2.3470 -1.2296 -0.1432  0.12

As for the total charge: -1. Its LUMO energy is 2.632 eV. Its frontier orbital gap is 6.720 eV.

---

Computed, not measured: one molecule with the formula C6H9P at a distorted geometry, with ωB97M-V/def2-TZVPD.

Last column: Mulliken charge in e.
Geometry (Å):
C: 0.6093 -1.4578 -1.0818  -0.37
C: -0.0571 -0.4991 -1.8890  -0.20
C: 0.6554 -1.0674 0.1830  -0.88
C: -0.4025 0.5974 -1.1868  -0.98
C: 0.0296 0.2477 0.2315  0.97
C: 0.7922 1.5078 1.0785  -1.05
P: -1.5525 0.0645 1.2301  -0.02
H: 0.9502 -2.4699 -1.4149  0.37
H: -0.3003 -0.5808 -3.0350  0.27
H: 1.1736 -1.5212 1.0490  0.39
H: -1.0464 1.4631 -1.4231  0.41
H: 0.0580 2.2890 0.8295  0.33
H: 1.7982 1.9637 0.6398  0.31
H: 0.6601 1.0653 2.0968  0.36
H: -1.1743 -0.7053 2.3667  0.04
H: -2.1936 -0.8971 0.3259  0.06

The calculation puts the relative energy (zero: lowest compared OMol25 entry of this formula, charge and spin) at 156.1 kJ/mol. Its multiplicity is 3. Its LUMO energy (spin up / spin down) is 0.992 / -2.135 eV. Its frontier orbital gap (spin up / spin down) is 6.208 / 6.721 eV.

---

Computed, not measured: an isolated ion of composition C3HO2 and charge -1 at a distorted geometry, with ωB97M-V/def2-TZVPD.

Last column: Mulliken charge in e.
Geometry (Å):
C: 0.5838 0.0032 0.0055  -0.31
C: 0.0076 -1.3040 0.0132  -0.11
C: -0.0069 1.2858 -0.0108  -0.11
O: -1.1292 -1.7522 -0.0095  -0.41
O: -1.1302 1.7618 0.0038  -0.41
H: 1.6749 0.0054 -0.0021  0.35

As for the total charge: -1. The calculation puts the relative energy (zero: lowest compared OMol25 entry of this formula, charge and spin) at 119.3 kJ/mol. Its LUMO energy (spin up / spin down) is 4.504 / 4.503 eV. Its frontier orbital gap (spin up / spin down) is 6.901 / 7.046 eV.

---

Computed, not measured: a 2-piece molecular cluster, C3H7NO2 overall at a distorted geometry, with ωB97M-V/def2-TZVPD.

Last column: Mulliken charge in e.
Geometry (Å):
C: 2.0269 -0.0375 -0.9808  0.10
N: 2.7584 -0.3566 0.0064  -0.42
C: 2.0931 -0.4261 1.3051  -0.65
H: 2.5647 0.3914 -1.8232  0.28
H: 0.9543 -0.2311 -1.0513  -0.04
H: 2.7402 -0.9900 1.9829  0.26
H: 1.0944 -0.8754 1.3002  0.26
H: 2.0566 0.5733 1.7406  0.25
O: -2.8683 0.9909 0.5232  -0.42
C: -2.5435 0.0870 -0.1727  0.17
O: -1.3022 -0.0282 -0.6911  -0.36
H: -3.2489 -0.7126 -0.4595  0.26
H: -1.3454 -0.6830 -1.3843  0.30

The calculation puts the relative energy (zero: lowest compared OMol25 entry of this formula, charge and spin) at 234.3 kJ/mol. As for the structure (SMILES): C=NC.O=CO. Its LUMO energy is 0.374 eV. Its frontier orbital gap is 9.785 eV.

---

Computed, not measured: CoH72O40S as an isolated structure at a distorted geometry, with ωB97M-V/def2-TZVPD.

Last column: Mulliken charge in e.
Geometry (Å):
Co: 0.3352 -2.2237 -2.1141  0.96
S: 0.7035 0.3733 -0.1709  0.31
O: -0.3231 1.3780 -0.0916  0.17
O: 0.6366 -0.3157 -1.5216  1.52
O: 2.0661 0.9174 -0.0339  -0.53
O: 0.4428 -0.6413 0.9083  -0.14
O: 0.6369 4.7495 2.5343  -0.66
H: 0.2775 5.5323 2.0419  0.31
H: 1.4596 4.5689 2.0415  0.31
O: -2.6000 1.6099 3.8853  -0.68
H: -3.5029 1.4134 3.4979  0.31
H: -2.3037 2.2996 3.2485  0.35
O: 4.6398 1.4118 2.4794  -0.72
H: 4.8004 0.5689 2.0484  0.32
H: 4.6752 1.9285 1.6578  0.34
O: -0.7518 -2.5596 -0.3093  0.34
H: -1.5266 -3.0913 -0.0652  0.04
H: -0.3461 -2.0239 0.4379  -0.06
O: 0.1703 -3.7306 6.1963  -0.66
H: -0.4248 -3.0726 6.6176  0.30
H: 1.0471 -3.3170 6.2088  0.36
O: 1.5287 3.6487 -1.0890  -0.50
H: 1.6640 2.8941 -0.5146  0.06
H: 0.7374 4.1745 -0.8359  0.43
O: 2.3417 -2.4952 -0.8598  -0.48
H: 2.5631 -3.1292 -0.2052  0.26
H: 2.9474 -1.8128 -0.6390  0.05
O: 6.5529 -0.3308 -0.2176  -0.64
H: 5.7461 0.2208 -0.4047  0.36
H: 6.4102 -1.1072 -0.7440  0.30
O: 0.9273 -4.2738 -2.5047  -0.54
H: 0.9754 -4.7743 -1.6956  0.27
H: 1.7920 -4.4761 -2.8195  0.29
O: -0.9307 5.0574 -0.7735  -0.86
H: -1.3751 4.5650 -0.0845  0.43
H: -0.8250 4.5100 -1.5941  0.43
O: -5.2628 -1.2467 -4.2775  -0.61
H: -5.2143 -2.1122 -4.6400  0.30
H: -4.5477 -0.7548 -4.6944  0.31
O: -0.5131 -0.7596 -5.7047  -0.78
H: -0.1183 0.1157 -5.5175  0.50
H: -1.2753 -0.9423 -5.1494  0.29
O: 3.9033 -0.5505 -3.3359  -0.69
H: 3.5012 0.3171 -3.5071  0.42
H: 4.8542 -0.3806 -3.5076  0.29
O: -1.7031 1.1944 -3.1370  -0.69
H: -1.1160 0.4710 -2.8637  0.08
H: -2.4927 1.1486 -2.5473  0.16
O: 2.8988 -1.6508 2.1178  -0.65
H: 2.9504 -1.5613 3.1044  0.18
H: 2.0669 -1.2564 1.7930  -0.06
O: -3.7248 4.4686 -1.5461  -0.64
H: -2.9256 5.0233 -1.4937  0.33
H: -4.1779 4.7600 -2.3359  0.28
O: 0.2131 -2.9913 2.8562  -0.47
H: 0.0375 -3.2138 3.7713  0.24
H: -0.1448 -2.1290 2.7516  0.05
O: 2.2185 -1.8046 5.8217  -0.69
H: 2.6785 -2.4292 5.2376  0.36
H: 2.1907 -1.0170 5.2447  0.35
O: 1.8957 0.7436 3.6006  -0.83
H: 1.5930 0.2207 2.8376  -0.09
H: 2.8341 1.1535 3.3635  0.33
O: 4.6495 1.7814 -0.5072  -0.67
H: 4.8903 2.5447 -1.0365  0.26
H: 3.7164 1.5967 -0.6719  0.37
O: -1.5615 3.2079 1.4702  -0.92
H: -0.7036 3.3271 1.9055  0.38
H: -1.4454 2.3869 1.0092  0.36
O: 1.3559 -2.0733 -3.8805  -0.67
H: 2.1998 -1.6041 -3.7442  0.31
H: 0.8149 -1.7325 -4.6348  0.34
O: 0.5255 1.7267 -5.4965  -0.72
H: 1.1224 1.9381 -6.1668  0.24
H: 0.0368 2.5202 -5.1868  0.28
O: -0.0460 3.5610 -3.2427  -0.83
H: 0.7171 3.4804 -2.5962  0.47
H: -0.6740 2.7989 -3.1920  0.49
O: -1.8219 -1.3012 6.6157  -0.70
H: -1.2763 -0.9180 5.9159  0.41
H: -2.0153 -0.5646 7.2303  0.29
O: -0.7419 -0.2588 3.9952  -0.47
H: -1.4110 0.4573 3.9997  0.41
H: 0.1468 0.2161 3.9932  0.31
O: 1.4191 -4.7268 0.9350  -0.65
H: 1.0033 -3.9589 1.2725  0.37
H: 1.5339 -5.2750 1.7169  0.27
O: -2.7992 -4.5104 -0.6074  -0.49
H: -2.6334 -5.3447 -0.1865  0.24
H: -3.6923 -4.3546 -0.2951  0.26
O: -5.0574 -0.5977 0.5930  -0.73
H: -5.7572 -0.7595 1.2713  0.27
H: -4.1675 -0.5685 1.0290  0.50
O: -3.9388 -1.7986 -1.5562  -0.59
H: -4.7611 -1.5088 -1.9822  0.38
H: -4.0780 -1.2237 -0.7986  0.18
O: -1.5488 -2.4556 -2.9290  -0.42
H: -2.2896 -2.3081 -2.3014  0.19
H: -1.9904 -2.7442 -3.7447  0.21
O: 4.1270 4.7847 -2.8887  -0.63
H: 3.2035 4.6810 -2.5740  0.33
H: 4.4073 5.6430 -2.6214  0.28
O: -2.6446 -1.0112 1.6443  -0.54
H: -1.8306 -0.4749 1.5754  0.00
H: -2.6001 -1.1704 2.6502  0.25
O: -3.9431 1.7061 -0.9012  -0.48
H: -4.8248 1.5231 -0.5528  0.24
H: -3.7337 2.6258 -0.9169  0.30
O: 2.2006 1.6418 -3.3086  -0.81
H: 1.7223 1.5865 -4.1166  0.30
H: 1.7106 1.2305 -2.5741  0.20
O: -3.0726 -2.0849 4.2616  -0.56
H: -3.2798 -3.0098 4.1571  0.24
H: -2.9502 -1.8903 5.2122  0.31

Its multiplicity is 4. Its LUMO energy (spin up / spin down) is -0.328 / -0.336 eV. Its frontier orbital gap (spin up / spin down) is 9.501 / 9.488 eV.

---

Computed, not measured: a 2-piece molecular cluster, CH3O3S2 overall at a distorted geometry, with ωB97M-V/def2-TZVPD.

Last column: Mulliken charge in e.
Geometry (Å):
C: 1.9150 -0.5881 0.4622  -0.18
O: -2.0875 0.6107 -1.7623  -0.60
O: -2.0066 0.3658 0.7241  -0.54
O: 0.1191 -0.0511 -0.9635  -0.55
S: 2.8384 0.5050 1.2006  -0.32
S: -1.0705 0.8214 -0.7293  0.49
H: 0.8251 -0.7337 0.7833  0.19
H: 2.3466 -1.3607 -0.1518  0.25
H: -2.8794 0.4306 0.4368  0.27

As for the total charge: -1. The calculation puts the relative energy (zero: lowest compared OMol25 entry of this formula, charge and spin) at 174.5 kJ/mol. Its LUMO energy is 3.443 eV. Its frontier orbital gap is 7.624 eV.

---

Computed, not measured: a 2-piece molecular cluster, C3H9O overall at a distorted geometry, with ωB97M-V/def2-TZVPD.

Last column: Mulliken charge in e.
Geometry (Å):
O: -1.1638 -1.0224 0.8872  -0.36
H: -1.8511 -1.4168 1.4929  0.41
H: -1.0494 -1.7061 0.2277  0.42
H: 1.2643 -1.0567 0.7256  0.41
C: -0.2674 1.5427 -0.0998  -0.99
C: -0.0075 0.1918 -0.6200  0.40
C: 1.2717 -0.5098 -0.2694  -0.69
H: 0.1537 1.6888 0.9213  0.37
H: 0.1703 2.2567 -0.8023  0.41
H: -1.3448 1.7820 0.0089  0.39
H: -0.7872 -0.1713 -1.4824  0.44
H: 1.3548 -1.5961 -0.6700  0.41
H: 2.2565 0.0170 -0.3197  0.39

As for the total charge: +2. The calculation puts the relative energy (zero: lowest compared OMol25 entry of this formula, charge and spin) at 102.3 kJ/mol. Its multiplicity is 2. Its LUMO energy (spin up / spin down) is -12.435 / -17.310 eV. Its frontier orbital gap (spin up / spin down) is 10.919 / 5.417 eV.

---

Computed, not measured: a 3-piece molecular cluster, C4H10O3 overall at a distorted geometry, with ωB97M-V/def2-TZVPD.

Last column: Mulliken charge in e.
Geometry (Å):
C: 0.4820 -2.8687 -2.2908  -0.63
C: 1.0860 -1.7374 -1.7010  -0.21
C: 0.2954 -0.9184 -0.7812  -0.05
C: -0.8665 -1.4471 -0.3091  -0.16
O: -1.5434 -0.5415 0.4060  -0.47
H: 1.2357 -3.5758 -2.7752  0.24
H: -0.5309 -3.1410 -1.9170  0.12
H: 2.1704 -1.5278 -1.7129  0.32
H: 0.3208 0.1079 -0.8946  0.23
H: -1.4233 -2.3919 -0.4099  0.26
H: -2.3705 -0.8407 0.8082  0.32
O: -0.3815 2.1573 1.2641  -0.61
H: -0.0971 2.5354 0.4153  0.31
H: -0.8747 1.3436 1.0873  0.33
O: 0.7331 4.6667 3.1288  -0.66
H: 1.5091 4.4283 2.5326  0.31
H: 0.2554 3.7510 3.1492  0.33

The calculation puts the relative energy (zero: lowest compared OMol25 entry of this formula, charge and spin) at 329.3 kJ/mol. As for the structure (SMILES): C=C/C=C/O.O.O. Its LUMO energy is 0.375 eV. Its frontier orbital gap is 8.782 eV.

---

Computed, not measured: a 2-piece molecular cluster, CH2Cl3OP overall at a distorted geometry, with ωB97M-V/def2-TZVPD.

Last column: Mulliken charge in e.
Geometry (Å):
C: 1.0584 0.1914 0.1189  -0.40
O: -1.1180 1.2729 1.1224  -0.42
P: -0.8393 0.1869 0.1905  0.78
Cl: 1.3616 1.5541 -0.9332  -0.07
Cl: -1.4183 0.5865 -1.7016  -0.09
Cl: -1.9765 -3.4066 0.5456  -0.43
H: 1.4607 -0.5494 -0.5415  0.31
H: 1.4713 0.1643 1.1989  0.33

The calculation puts the relative energy (zero: lowest compared OMol25 entry of this formula, charge and spin) at 462.2 kJ/mol. Its LUMO energy (spin up / spin down) is -4.594 / -4.592 eV. Its frontier orbital gap (spin up / spin down) is 4.911 / 4.917 eV.

---

Computed, not measured: one molecule with the formula C4H8O2, with ωB97M-V/def2-TZVPD.

Last column: Mulliken charge in e.
Geometry (Å):
O: 0.3601 -0.8844 1.9347  -0.53
C: -0.0455 0.0114 0.9172  0.32
C: -0.6716 -0.6670 -0.3018  -0.87
C: -0.5016 0.4010 -1.3775  -0.41
O: 0.6935 1.1013 -1.0449  -0.38
C: 1.1324 0.7334 0.2565  -0.52
H: -0.1166 -1.7082 1.7540  0.32
H: -0.7461 0.7533 1.3302  0.23
H: -0.0584 -1.5484 -0.5387  0.39
H: -1.7143 -0.9707 -0.1543  0.37
H: -0.4091 -0.0159 -2.3883  0.27
H: -1.3502 1.1030 -1.3779  0.27
H: 1.4334 1.6396 0.7906  0.27
H: 1.9941 0.0515 0.2002  0.27

The calculation puts the relative energy (zero: lowest compared OMol25 entry of this formula, charge and spin) at 128.4 kJ/mol. As for the structure (SMILES): O[C@@H]1CCOC1. Its LUMO energy is 0.932 eV. Its frontier orbital gap is 10.637 eV.

---

Computed, not measured: an isolated ion of composition C4H9N2O2 and charge -1 at a distorted geometry, with ωB97M-V/def2-TZVPD.

Last column: Mulliken charge in e.
Geometry (Å):
N: 1.1845 1.7218 1.8594  -0.92
C: 1.1719 1.2390 0.5351  -0.38
C: -0.1773 0.7315 0.1724  0.43
N: -0.3510 0.3218 -1.1754  -0.31
C: -0.3484 -1.1572 -1.4597  -0.25
C: -1.0405 -2.0370 -0.3400  -0.32
O: -1.5156 -3.3004 -0.6621  -0.73
O: -1.0579 1.7884 0.6983  -0.55
H: -0.3471 2.2328 1.3297  0.41
H: 1.6347 2.6732 1.8387  0.20
H: 2.1244 0.4035 0.2514  0.15
H: 1.4134 1.9542 -0.2491  0.32
H: -0.3459 -0.1301 0.8530  -0.03
H: -0.9166 -1.3998 -2.3548  0.35
H: 0.7109 -1.5925 -1.6479  0.19
H: -1.8399 -1.3205 -0.1221  0.24
H: -0.2998 -2.1287 0.4731  0.20

As for the total charge: -1. The calculation puts the relative energy (zero: lowest compared OMol25 entry of this formula, charge and spin) at 834.0 kJ/mol. Its LUMO energy is 0.806 eV. Its frontier orbital gap is 4.578 eV.

---

Computed, not measured: an isolated ion of composition C5H9N2 and charge +1 at a distorted geometry, with ωB97M-V/def2-TZVPD.

Last column: Mulliken charge in e.
Geometry (Å):
C: 1.5910 -0.0996 0.0653  0.25
C: 0.9550 1.2606 -0.1029  -0.39
C: -1.3835 -1.0711 0.0523  -0.44
C: -1.1960 0.2406 0.8534  -0.48
C: -0.2949 -0.6543 -0.8493  -0.43
N: 2.7005 -0.5469 0.2715  -0.45
N: -0.4855 0.7566 -0.3475  -0.12
H: 0.9665 1.9608 0.8291  0.32
H: 1.4621 1.6217 -0.9412  0.36
H: -1.3093 -2.0888 0.5643  0.30
H: -2.3643 -1.2381 -0.5170  0.28
H: -1.9067 0.8937 1.2549  0.42
H: -0.3371 -0.0428 1.5647  0.22
H: -0.2292 -0.8160 -1.9000  0.40
H: 2.9398 -1.5087 0.3119  0.31
H: -1.1084 1.3323 -1.1096  0.44

As for the total charge: +1. The calculation puts the relative energy (zero: lowest compared OMol25 entry of this formula, charge and spin) at 575.8 kJ/mol. Its LUMO energy is -3.873 eV. Its frontier orbital gap is 9.181 eV.